*P*
ORCA calculation (ωB97M-V/def2-TZVPD) on an isolated molecule of C6H10N2.

Computed properties:
Net charge: 0
Frontier orbital gap (spin up / spin down): 9.103 / 7.089 eV
HOMO energy (spin up / spin down): -0.33908 / -0.27660 hartree

Last columns: bonded neighbours and bond lengths (Å).
Positions of all 18 atoms, in Å:
1 C 0.19 0.38 1.44  C3 1.615, C5 1.495, H11 1.098, H12 1.095
2 C 2.15 0.06 -0.85  N7 1.423, H14 1.114, H15 1.105, H16 1.090
3 C -0.06 -0.29 -0.01  C1 1.615, N4 1.460, N7 1.426, C8 1.521
4 N -0.15 -1.75 0.01  C3 1.460, H9 1.014, H10 1.016
5 C -0.98 1.23 1.07  C1 1.495, C8 1.394, H13 1.086
6 C -2.46 0.42 -0.84  C8 1.354, H17 1.082, H18 1.083
7 N 0.76 0.35 -0.99  C2 1.423, C3 1.426
8 C -1.36 0.49 -0.05  C3 1.521, C5 1.394, C6 1.354
9 H 0.70 -2.16 0.37  N4 1.014
10 H -0.27 -2.09 -0.94  N4 1.016
11 H 0.02 -0.21 2.35  C1 1.098
12 H 1.18 0.83 1.51  C1 1.095
13 H -1.51 1.99 1.63  C5 1.086
14 H 2.54 0.44 0.12  C2 1.114
15 H 2.39 -1.02 -0.84  C2 1.105
16 H 2.72 0.54 -1.65  C2 1.090
17 H -2.56 -0.36 -1.58  C6 1.082
18 H -3.29 1.11 -0.72  C6 1.083

=====

*Q*
ORCA calculation (ωB97M-V/def2-TZVPD) on an isolated molecule of C6H10N2.

Computed properties:
Net charge: 0
SMILES: C=NC(=C)NC(=C)C
Frontier orbital gap: 8.891 eV
HOMO energy: -0.30326 hartree

Last columns: bonded neighbours and bond lengths (Å).
Positions of all 18 atoms, in Å:
1 C -1.13 -1.56 0.96  C4 1.500, H10 1.098, H11 1.093, H12 1.094
2 N -1.06 0.64 -0.22  C3 1.383, C4 1.532, H9 1.013
3 C 0.07 1.28 0.26  N2 1.383, C6 1.338, N8 1.409
4 C -0.74 -0.85 -0.30  C1 1.500, N2 1.532, C7 1.337
5 C 2.18 0.19 0.31  N8 1.257, H13 1.086, H14 1.087
6 C 0.38 2.58 0.19  C3 1.338, H15 1.078, H16 1.075
7 C -0.62 -1.48 -1.48  C4 1.337, H17 1.077, H18 1.078
8 N 0.96 0.24 0.59  C3 1.409, C5 1.257
9 H -1.47 1.07 -1.04  N2 1.013
10 H -2.21 -1.43 1.14  C1 1.098
11 H -0.59 -1.13 1.80  C1 1.093
12 H -0.91 -2.63 0.89  C1 1.094
13 H 2.75 -0.67 0.67  C5 1.086
14 H 2.72 0.97 -0.22  C5 1.087
15 H -0.34 3.30 -0.15  C6 1.078
16 H 1.33 2.93 0.56  C6 1.075
17 H -0.88 -2.52 -1.58  C7 1.077
18 H -0.44 -0.94 -2.39  C7 1.078

=====

In terms of stability, *Q* leads; the second structure lies 182.0 kJ/mol higher.

=====

*P*
ORCA calculation (ωB97M-V/def2-TZVPD) on an isolated molecule of C6H10N2.

Computed properties:
Net charge: 0
SMILES: CC1=C(/C(C)=N/N)C1
Frontier orbital gap: 9.239 eV
HOMO energy: -0.30108 hartree

Last columns: bonded neighbours and bond lengths (Å).
Positions of all 18 atoms, in Å:
1 C -2.02 0.64 -0.66  C4 1.495, C6 1.445, H11 1.085, H12 1.082
2 C 1.61 -0.67 -1.52  C5 1.501, H13 1.094, H14 1.094, H15 1.093
3 C -0.55 1.75 1.43  C6 1.465, H16 1.094, H17 1.093, H18 1.095
4 C -0.58 0.63 -1.05  C1 1.495, C5 1.461, C6 1.364
5 C 0.36 -0.44 -0.72  C2 1.501, C4 1.461, N8 1.316
6 C -0.95 1.19 0.14  C1 1.445, C3 1.465, C4 1.364
7 N 0.94 -1.82 1.07  N8 1.370, H9 1.019, H10 1.019
8 N 0.05 -0.99 0.44  C5 1.316, N7 1.370
9 H 1.40 -2.49 0.46  N7 1.019
10 H 0.45 -2.38 1.77  N7 1.019
11 H -2.48 -0.27 -0.29  C1 1.085
12 H -2.67 1.31 -1.21  C1 1.082
13 H 1.74 -1.74 -1.71  C2 1.094
14 H 2.49 -0.31 -0.98  C2 1.094
15 H 1.55 -0.14 -2.47  C2 1.093
16 H -1.28 1.49 2.21  C3 1.094
17 H 0.44 1.40 1.73  C3 1.093
18 H -0.51 2.84 1.36  C3 1.095

=====

*Q*
ORCA calculation (ωB97M-V/def2-TZVPD) on an isolated molecule of C6H10N2.

Computed properties:
Net charge: 0
Frontier orbital gap: 8.295 eV
HOMO energy: -0.27159 hartree

Last columns: bonded neighbours and bond lengths (Å).
Positions of all 18 atoms, in Å:
1 C 1.96 0.32 -0.75  C3 1.515, H14 1.094, H15 1.094, H16 1.092
2 N 0.21 0.38 1.05  C3 1.524, C4 1.521, C5 1.390, H9 1.019
3 C 0.80 -0.41 -0.12  C1 1.515, N2 1.524, C4 1.472, C6 1.489
4 C 0.97 -0.92 1.25  N2 1.521, C3 1.472, H11 1.102
5 C -1.15 0.47 1.31  N2 1.390, N8 1.260, H12 1.094
6 C -0.15 -0.97 -1.12  C3 1.489, C7 1.324, H13 1.082
7 C -1.20 -0.33 -1.62  C6 1.324, H17 1.078, H18 1.080
8 N -1.59 1.52 1.85  C5 1.260, H10 1.016
9 H 0.70 1.24 1.31  N2 1.019
10 H -2.58 1.50 2.09  N8 1.016
11 H 0.23 -1.71 1.48  C4 1.102
12 H -1.70 -0.45 1.08  C5 1.094
13 H 0.07 -1.98 -1.42  C6 1.082
14 H 2.49 -0.38 -1.41  C1 1.094
15 H 1.62 1.17 -1.36  C1 1.094
16 H 2.66 0.67 0.01  C1 1.092
17 H -1.45 0.68 -1.33  C7 1.078
18 H -1.87 -0.80 -2.33  C7 1.080

=====

In terms of stability, *Q* leads; the second structure lies 44.9 kJ/mol higher.

=====

*P*
ORCA calculation (ωB97M-V/def2-TZVPD) on a cluster of 5 separate species, C3H16O5 in total.

Computed properties:
Net charge: 0
SMILES: CO.CO.CO.O.O
Frontier orbital gap: 10.837 eV
HOMO energy: -0.37539 hartree

Last columns: bonded neighbours and bond lengths (Å).
Positions of all 24 atoms, in Å:
1 C 3.75 -0.10 3.02  O2 1.369, H3 1.090, H4 1.090, H5 1.090
2 O 3.57 0.02 1.67  C1 1.369, H6 0.960
3 H 4.22 -1.05 3.26  C1 1.090
4 H 4.44 0.66 3.39  C1 1.090
5 H 2.75 0.03 3.44  C1 1.090
6 H 4.12 0.75 1.37  O2 0.960
7 C -3.54 3.30 -2.41  O8 1.417, H9 1.090, H10 1.090, H11 1.090
8 O -3.30 2.18 -1.57  C7 1.417, H12 0.960
9 H -4.62 3.40 -2.56  C7 1.090
10 H -3.15 4.23 -2.01  C7 1.090
11 H -3.15 3.17 -3.42  C7 1.090
12 H -3.72 1.42 -1.98  O8 0.960
13 C -0.50 -2.13 0.21  O14 1.409, H15 1.090, H16 1.090, H17 1.090
14 O 0.83 -2.18 -0.25  C13 1.409, H18 0.960
15 H -0.42 -2.40 1.27  C13 1.090
16 H -1.01 -1.18 0.14  C13 1.090
17 H -1.12 -2.86 -0.30  C13 1.090
18 H 1.31 -1.55 0.28  O14 0.960
19 O 1.76 -4.44 -3.14  H20 0.957, H21 0.957
20 H 1.73 -3.70 -2.53  O19 0.957
21 H 2.00 -5.19 -2.59  O19 0.957
22 O -1.60 2.49 1.63  H23 0.957, H24 0.957
23 H -2.07 2.40 0.80  O22 0.957
24 H -2.27 2.74 2.27  O22 0.957

=====

*Q*
ORCA calculation (ωB97M-V/def2-TZVPD) on a cluster of 5 separate species, C3H16O5 in total.

Computed properties:
Net charge: 0
SMILES: CCCO.O.O.O.O
Frontier orbital gap: 10.046 eV
HOMO energy: -0.36283 hartree

Last columns: bonded neighbours and bond lengths (Å).
Positions of all 24 atoms, in Å:
1 C -1.89 0.90 0.20  O2 1.407, C3 1.484, H5 1.069, H6 1.160
2 O -3.02 1.22 -0.58  C1 1.407, H7 1.038
3 C -1.99 -0.11 1.28  C1 1.484, C4 1.559, H8 1.118, H9 1.124
4 C -1.26 0.35 2.58  C3 1.559, H10 1.177, H11 1.083, H12 1.097
5 H -0.99 0.81 -0.36  C1 1.069
6 H -1.86 1.90 0.79  C1 1.160
7 H -3.61 0.37 -0.48  O2 1.038
8 H -3.07 -0.19 1.54  C3 1.118
9 H -1.52 -1.12 1.09  C3 1.124
10 H -1.86 1.21 3.12  C4 1.177
11 H -1.25 -0.49 3.26  C4 1.083
12 H -0.22 0.68 2.46  C4 1.097
13 H -1.82 -3.24 -3.20  O15 0.963
14 H -0.65 -2.27 -3.02  O15 0.970
15 O -0.88 -3.21 -3.03  H13 0.963, H14 0.970
16 H 2.94 1.63 -2.32  O18 0.969
17 H 2.54 0.36 -3.19  O18 0.952
18 O 2.57 0.74 -2.32  H16 0.969, H17 0.952
19 H 4.40 0.02 0.05  O21 0.972
20 H 3.78 -0.97 -0.77  O21 0.966
21 O 3.78 -0.72 0.17  H19 0.972, H20 0.966
22 H 1.35 0.56 0.36  O24 0.964
23 H 2.63 0.55 1.35  O24 0.948
24 O 1.89 1.03 1.01  H22 0.964, H23 0.948

=====

*R*
ORCA calculation (ωB97M-V/def2-TZVPD) on a cluster of 5 separate species, C3H16O5 in total.

Computed properties:
Net charge: 0
SMILES: CO.CO.CO.O.O
Frontier orbital gap: 9.555 eV
HOMO energy: -0.34756 hartree

Last columns: bonded neighbours and bond lengths (Å).
Positions of all 24 atoms, in Å:
1 O 1.46 -8.84 -4.82  H2 0.957, H3 0.957
2 H 0.95 -8.13 -5.20  O1 0.957
3 H 2.25 -8.42 -4.48  O1 0.957
4 O 0.15 -10.14 -2.65  H5 0.957, H6 0.957
5 H 0.08 -9.28 -2.23  O4 0.957
6 H 0.70 -10.00 -3.42  O4 0.957
7 C -1.34 -12.16 -0.37  O8 1.480, H9 1.090, H10 1.090, H11 1.090
8 O 0.10 -12.00 -0.67  C7 1.480, H12 0.960
9 H -1.88 -12.85 -1.02  C7 1.090
10 H -1.39 -12.50 0.66  C7 1.090
11 H -1.91 -11.23 -0.47  C7 1.090
12 H 0.12 -11.46 -1.47  O8 0.960
13 C -1.88 -9.67 -4.86  O14 1.430, H15 1.090, H16 1.090, H17 1.090
14 O -2.33 -10.57 -3.85  C13 1.430, H18 0.960
15 H -2.76 -9.44 -5.45  C13 1.090
16 H -1.41 -8.81 -4.37  C13 1.090
17 H -1.12 -10.24 -5.40  C13 1.090
18 H -1.59 -10.88 -3.33  O14 0.960
19 C -1.09 -6.76 -1.84  O20 1.425, H21 1.090, H22 1.090, H23 1.090
20 O 0.01 -7.66 -1.73  C19 1.425, H24 0.960
21 H -1.89 -7.01 -1.15  C19 1.090
22 H -0.73 -5.75 -1.64  C19 1.090
23 H -1.49 -6.89 -2.85  C19 1.090
24 H 0.72 -7.18 -1.29  O20 0.960

=====

In terms of stability, *R* leads; the second structure lies 12.6 kJ/mol higher.

=====

*P*
ORCA calculation (ωB97M-V/def2-TZVPD) on a cluster of 2 separate species, C2H5S in total.

Computed properties:
Net charge: -1
Frontier orbital gap: 6.665 eV
HOMO energy: -0.09040 hartree

Last columns: bonded neighbours and bond lengths (Å).
Positions of all 8 atoms, in Å:
1 S 1.63 -0.76 2.52  H2 1.333
2 H 2.12 -1.40 1.46  S1 1.333
3 C -0.57 -0.30 -0.58  C4 1.319, H5 1.089, H6 1.090
4 C -0.68 1.00 -0.76  C3 1.319, H7 1.087, H8 1.086
5 H -0.05 -0.70 0.29  C3 1.089
6 H -1.00 -1.02 -1.28  C3 1.090
7 H -0.26 1.71 -0.05  C4 1.087
8 H -1.20 1.46 -1.60  C4 1.086

=====

*Q*
ORCA calculation (ωB97M-V/def2-TZVPD) on a cluster of 2 separate species, C2H5S in total.

Computed properties:
Net charge: -1
Frontier orbital gap: 6.691 eV
HOMO energy: -0.09346 hartree

Last columns: bonded neighbours and bond lengths (Å).
Positions of all 8 atoms, in Å:
1 S 1.17 -1.84 -2.12  H2 1.385
2 H 1.96 -2.02 -1.00  S1 1.385
3 C -0.86 0.57 1.07  C4 1.344, H5 1.118, H6 1.294
4 C -0.26 0.76 -0.12  C3 1.344, H7 1.111, H8 1.080
5 H -1.48 1.30 1.64  C3 1.118
6 H -0.66 -0.48 1.79  C3 1.294
7 H 0.31 -0.01 -0.67  C4 1.111
8 H -0.19 1.73 -0.59  C4 1.080

=====

*R*
ORCA calculation (ωB97M-V/def2-TZVPD) on the ion C2H5S with charge -1.

Computed properties:
Net charge: -1
SMILES: CC[S-]
Frontier orbital gap: 6.617 eV
HOMO energy: -0.07492 hartree

Last columns: bonded neighbours and bond lengths (Å).
Positions of all 8 atoms, in Å:
1 C -0.71 0.30 0.17  C2 1.528, H4 1.088, H5 1.090, H6 1.099
2 C 0.70 -0.15 -0.18  C1 1.528, S3 1.832, H7 1.096, H8 1.092
3 S 1.05 -1.91 0.19  C2 1.832
4 H -0.94 0.28 1.23  C1 1.088
5 H -1.45 -0.28 -0.38  C1 1.090
6 H -0.84 1.34 -0.17  C1 1.099
7 H 1.37 0.50 0.40  C2 1.096
8 H 0.82 -0.08 -1.26  C2 1.092

=====

In terms of stability, *R* leads; the second structure lies 51.1 kJ/mol higher.